5 unconnected molecules or ions with the total composition C21H56BFN2O11PS, computed with ωB97M-V/def2-TZVPD.

The calculation puts the HOMO energy at -4.33 eV. The total charge is -1.

Element x y z (Å)
C 7.275 0.942 2.064
O 6.724 -0.306 1.732
C 6.494 -0.449 0.337
C 6.165 -1.909 0.025
C 4.732 -2.166 -0.481
C 4.070 -3.337 0.246
C 2.662 -3.676 -0.273
C 1.507 -3.243 0.652
C 0.316 -2.580 -0.079
C 0.135 -1.118 0.320
P -1.106 -0.059 -0.675
C -2.289 -1.482 -1.131
C -3.651 -0.990 -1.568
F -1.760 -2.258 -2.206
O -0.211 1.390 -0.098
C -0.479 1.716 1.240
B 0.064 3.196 1.422
N 1.197 3.360 2.321
O -0.465 4.293 0.779
C -1.908 1.249 1.581
C -2.195 1.036 3.077
C -1.519 -0.112 3.832
O -0.094 -0.107 3.789
C -1.992 -1.503 3.402
N -3.054 -2.010 4.292
S -3.253 2.504 1.054
C -3.129 3.928 2.160
O -3.045 2.998 -0.282
O -4.522 1.870 1.369
O -2.184 0.152 0.839
H 8.162 1.162 1.456
H 6.556 1.760 1.927
H 7.564 0.901 3.114
H 5.662 0.203 0.039
H 7.387 -0.105 -0.203
H 6.338 -2.469 0.947
H 6.881 -2.279 -0.712
H 4.125 -1.269 -0.329
H 4.763 -2.399 -1.547
H 4.734 -4.206 0.188
H 4.002 -3.074 1.307
H 2.517 -3.217 -1.254
H 2.607 -4.759 -0.420
H 1.895 -2.546 1.402
H 1.147 -4.111 1.212
H -0.594 -3.149 0.122
H 0.480 -2.635 -1.159
H 1.095 -0.615 0.148
H -0.053 -1.067 1.397
H -0.266 -0.196 -1.835
H -1.966 0.856 -1.347
H -2.400 -2.174 -0.290
H -4.024 -0.237 -0.874
H -3.590 -0.558 -2.568
H -4.367 -1.819 -1.593
H 0.159 1.097 1.894
H 1.521 4.316 2.425
H 1.987 2.762 2.114
H 0.206 4.884 0.438
H -3.270 0.849 3.156
H -1.990 1.964 3.625
H -1.824 0.027 4.883
H 0.219 0.780 3.984
H -1.125 -2.166 3.442
H -2.331 -1.460 2.367
H -3.821 -2.376 3.743
H -3.446 -1.248 4.834
H -3.165 4.810 1.526
H -2.193 3.928 2.712
H -3.976 3.886 2.841
C -4.415 0.384 -5.752
O -4.290 1.098 -4.536
H -4.397 -0.674 -5.494
H -5.353 0.615 -6.262
H -3.585 0.587 -6.437
H -4.288 2.040 -4.724
C 2.072 4.836 6.040
O 1.416 5.099 4.815
H 2.868 5.572 6.139
H 1.401 4.936 6.899
H 2.520 3.838 6.059
H 0.738 4.432 4.667
C -7.371 1.365 -8.808
O -6.883 2.105 -7.702
H -6.773 1.656 -9.669
H -7.262 0.287 -8.660
H -8.420 1.589 -9.023
H -7.391 1.863 -6.922
C 2.937 -4.412 -4.124
O 4.135 -4.218 -3.386
H 2.654 -3.441 -4.524
H 3.078 -5.108 -4.957
H 2.122 -4.771 -3.490
H 4.398 -5.059 -3.001

Cartesian forces, eV/Å:
-0.1 0.0 0.0
0.1 -0.1 0.0
-0.1 0.1 0.0
-0.1 0.1 -0.1
0.2 -0.2 0.2
-0.1 0.1 0.1
0.0 -0.1 0.1
0.0 0.1 -0.1
0.0 0.0 0.0
0.0 -0.1 0.1
0.3 0.0 -0.2
-0.1 0.1 0.0
-0.1 -0.2 0.0
0.0 -0.1 0.1
-0.2 0.1 -0.1
0.3 0.0 -0.2
0.1 -0.1 0.3
0.0 0.4 -0.7
-0.2 -0.3 -0.1
-0.2 0.0 -0.1
0.0 0.1 0.0
0.0 0.0 0.0
0.0 -0.1 0.1
0.0 -0.1 -0.1
-0.1 0.1 0.0
0.1 -0.1 0.1
0.0 0.0 0.0
0.0 0.0 -0.1
-0.1 0.1 0.0
0.0 0.0 0.1
0.0 0.0 0.0
0.0 0.0 0.0
0.0 0.0 0.0
0.1 0.0 0.0
0.0 0.0 0.0
0.0 0.0 0.0
0.0 -0.1 0.1
-0.1 0.0 -0.1
-0.2 0.2 0.0
0.0 0.0 -0.1
0.1 -0.1 0.0
0.1 0.0 0.0
-0.1 0.0 -0.2
0.0 0.0 0.0
0.1 0.0 0.0
0.0 0.0 0.0
-0.1 -0.1 0.0
0.0 0.0 0.0
0.0 0.0 -0.1
0.0 -0.1 0.0
0.0 0.0 0.1
0.1 0.0 0.0
0.0 0.0 0.0
0.0 0.1 0.1
0.0 0.0 -0.1
-0.1 0.0 -0.1
0.1 -0.1 0.0
-0.1 -0.3 0.4
0.1 0.3 0.2
0.0 0.1 0.1
0.0 0.0 0.0
0.0 -0.1 0.0
0.0 0.1 -0.1
0.0 0.0 0.1
0.1 0.0 0.0
0.0 0.0 0.0
0.0 0.0 0.0
0.0 0.0 0.0
0.0 0.0 0.0
0.0 0.0 0.0
0.0 0.0 0.1
-0.1 0.0 0.0
0.0 0.0 0.0
0.0 0.0 -0.1
0.0 0.0 0.0
0.1 0.0 0.0
0.0 0.0 0.0
-0.1 0.2 0.1
0.0 0.0 0.0
0.0 0.0 0.0
0.0 0.0 0.0
0.1 -0.1 -0.1
0.0 0.0 0.0
-0.1 0.0 0.0
0.0 0.0 0.0
0.0 0.0 0.0
0.0 0.0 0.0
0.0 0.0 0.0
-0.1 0.0 0.1
0.1 0.0 -0.1
0.0 0.0 0.0
0.0 0.0 0.0
0.0 0.0 0.0
0.0 0.0 0.0

A gas-phase ion, C4H6NS (charge +1) at a distorted geometry, computed with ωB97M-V/def2-TZVPD.

The calculation puts the HOMO energy (spin up / spin down) at -12.98 / -13.48 eV. The calculation puts the energy above the lowest of the compared OMol25 structures with the same formula, charge and spin at 571.2 kJ/mol. The total charge is +1.

Element x y z (Å)
C -2.323 -0.066 0.966
C 0.256 0.511 1.280
C -0.309 -0.240 -0.954
C 1.130 -0.210 -0.917
N 0.326 0.021 0.129
S -1.360 0.579 2.142
H -3.347 0.150 1.133
H 1.074 0.691 2.057
H 1.668 0.597 -1.491
H -1.184 -0.795 -0.980
H 1.523 -1.216 -1.316
H -1.901 -0.286 0.056

Cartesian forces, eV/Å:
-0.2 1.7 2.5
-1.2 1.2 7.4
-1.0 0.5 -0.8
4.3 -1.9 -7.7
-1.0 0.7 2.1
2.3 -0.6 -2.3
-1.0 -0.4 -0.1
-0.8 -0.3 -1.9
-0.7 -0.4 1.2
-0.7 -1.2 -1.7
0.2 1.1 2.1
-0.4 -0.4 -0.8

2 unconnected molecules or ions with the total composition C10H23N2 at a distorted geometry, computed with ωB97M-V/def2-TZVPD.

The calculation puts the HOMO energy at -11.60 eV. The calculation puts the energy above the lowest of the compared OMol25 structures with the same formula, charge and spin at 81.8 kJ/mol. The total charge is +1.

Element x y z (Å)
C -1.708 -0.518 0.954
C 2.612 -0.080 1.105
C 1.159 -1.945 0.277
C 1.830 2.542 -1.117
C -0.626 2.198 -0.715
C 0.392 -0.177 -2.093
C -3.647 -2.096 0.885
C 1.898 -0.647 -0.117
C 0.771 1.662 -0.402
C 0.989 0.269 -0.829
N -2.468 -1.414 0.365
N -1.969 -0.115 2.182
H 3.328 -0.810 1.472
H 1.908 0.125 1.908
H 3.159 0.829 0.872
H 0.784 -2.485 -0.588
H 1.844 -2.595 0.811
H 0.317 -1.695 0.921
H 2.841 2.241 -0.860
H 1.688 3.573 -0.808
H 1.712 2.484 -2.196
H -0.751 3.171 -0.250
H -0.787 2.317 -1.782
H -1.374 1.517 -0.306
H -0.693 -0.073 -2.068
H 0.659 -1.196 -2.356
H 0.722 0.487 -2.898
H -3.730 -3.071 0.410
H -3.556 -2.244 1.960
H -4.554 -1.523 0.678
H 2.658 -0.952 -0.855
H 0.954 1.751 0.671
H -2.239 -1.647 -0.590
H -1.365 0.554 2.626
H -2.759 -0.436 2.736

Cartesian forces, eV/Å:
1.4 0.7 -0.9
0.0 0.1 -0.2
-0.2 -0.1 -0.1
0.3 -0.3 -0.1
-0.1 -0.1 0.0
0.0 -0.3 -0.2
-0.2 0.1 0.1
0.2 0.1 0.4
-0.4 0.2 0.2
-0.3 0.0 0.3
-0.5 -0.4 -0.1
-0.7 -0.3 0.5
0.0 -0.1 0.0
-0.1 0.0 0.1
0.1 0.1 0.1
-0.1 -0.1 0.0
0.2 0.0 0.0
0.1 0.0 0.0
0.1 0.0 0.0
-0.1 0.1 0.1
0.0 0.1 -0.1
0.1 0.1 0.0
0.0 0.0 -0.2
0.0 0.1 0.0
0.0 0.1 0.1
0.0 0.0 0.0
0.0 0.1 0.0
0.0 0.0 0.1
0.0 -0.1 0.0
0.0 -0.1 0.1
-0.1 0.1 -0.2
0.1 -0.2 -0.1
0.1 0.1 0.2
-0.1 -0.1 -0.1
0.1 0.1 0.0

A molecular structure, C30H32ClLuN3SSi2 at a distorted geometry, computed with ωB97M-V/def2-TZVPD.

The calculation puts the HOMO energy (spin up / spin down) at -7.43 / -7.14 eV. The calculation puts the energy above the lowest of the compared OMol25 structures with the same formula, charge and spin at 0.0 kJ/mol. The total charge is +1.

Element x y z (Å)
C -1.017 -0.286 0.892
C -1.658 0.159 -0.301
C -1.618 -0.912 -1.246
H -2.144 1.127 -0.433
C -0.939 -2.014 -0.642
C -0.572 -1.632 0.685
H -0.177 -2.297 1.455
H -0.985 0.256 1.839
H -2.087 -0.918 -2.228
H -0.800 -3.000 -1.083
Lu 0.644 -0.225 -0.845
Si 1.036 0.402 -4.049
C -0.011 1.899 -4.249
C 0.528 3.052 -4.851
H 1.575 3.068 -5.165
C -0.276 4.159 -5.111
H 0.129 4.996 -5.684
C -1.590 4.186 -4.635
H -2.206 5.071 -4.805
C -2.108 3.092 -3.928
H -3.120 3.135 -3.520
C -1.333 1.944 -3.748
H -1.763 1.091 -3.209
C 0.153 -1.192 -4.346
C -1.032 -1.236 -5.103
H -1.444 -0.323 -5.541
C -1.685 -2.455 -5.318
H -2.566 -2.487 -5.962
C -1.214 -3.627 -4.719
H -1.737 -4.573 -4.877
C -0.062 -3.589 -3.929
H 0.311 -4.504 -3.464
C 0.626 -2.387 -3.753
H 1.540 -2.382 -3.151
H 1.566 0.441 -2.623
Si 2.238 0.296 -6.999
C 1.567 -1.293 -7.659
C 0.856 -1.321 -8.883
H 0.646 -0.390 -9.414
C 0.414 -2.527 -9.439
H -0.147 -2.524 -10.378
C 0.688 -3.735 -8.787
H 0.350 -4.683 -9.216
C 1.402 -3.720 -7.582
H 1.601 -4.657 -7.057
C 1.864 -2.520 -7.038
H 2.452 -2.528 -6.118
C 1.270 1.659 -7.792
C -0.133 1.689 -7.725
H -0.660 0.947 -7.123
C -0.865 2.678 -8.390
H -1.951 2.717 -8.263
C -0.214 3.597 -9.220
H -0.793 4.341 -9.776
C 1.183 3.552 -9.333
H 1.692 4.262 -9.989
C 1.922 2.608 -8.611
H 3.012 2.581 -8.689
H 3.632 0.430 -7.451
Cl 2.992 0.433 -4.886
N 2.344 -0.574 0.828
N 2.301 0.425 1.867
C 1.905 1.688 1.542
N 2.069 2.596 2.526
S 1.233 2.161 0.040
H 3.308 -0.639 0.470
H 2.161 -1.500 1.243
H 3.044 0.337 2.568
H 1.745 3.546 2.408
H 2.360 2.318 3.459

Cartesian forces, eV/Å:
-0.6 -0.8 0.5
-0.2 -0.1 0.1
-0.3 -0.4 0.3
0.2 -0.4 0.0
-0.7 -0.2 0.6
-1.2 0.0 0.1
0.1 0.3 -0.4
0.2 -0.1 -0.4
0.3 0.0 0.2
0.0 0.4 0.1
1.6 0.7 -1.2
-1.6 -0.4 -0.6
0.2 0.7 0.3
-0.3 -0.1 -0.2
-0.4 0.0 0.0
0.0 0.0 0.3
-0.1 -0.2 0.3
0.1 -0.1 0.0
0.1 -0.3 0.0
0.2 0.0 -0.1
0.3 0.0 -0.2
0.0 0.2 -0.2
0.2 0.3 -0.3
0.1 -0.2 0.7
-0.2 -0.5 -0.2
0.2 -0.3 0.1
0.1 0.4 0.1
0.2 0.0 0.3
0.3 0.0 0.1
0.2 0.3 0.0
-0.1 0.0 -0.1
-0.1 0.3 -0.1
-0.2 0.1 -0.2
-0.2 0.0 -0.2
0.4 -0.1 -0.3
-1.1 0.1 -1.9
0.1 -1.0 -0.3
-0.1 -0.1 0.2
0.0 -0.3 0.2
0.2 0.0 0.3
0.3 0.0 0.3
0.0 0.2 0.2
0.1 0.4 0.2
0.0 0.0 -0.1
0.0 0.2 -0.2
-0.4 0.0 -0.3
-0.2 -0.1 -0.2
0.0 0.6 -0.5
0.0 0.5 0.0
0.1 0.2 -0.1
0.1 -0.3 0.0
0.4 0.0 -0.1
0.2 -0.1 0.2
0.3 -0.3 0.2
-0.1 0.0 0.0
-0.1 -0.3 0.2
-0.4 0.0 0.2
-0.3 0.1 0.0
0.2 0.1 0.1
1.6 0.2 1.5
0.6 -0.2 0.2
0.5 -0.3 0.1
-0.1 0.7 0.0
0.0 -0.5 0.0
0.5 0.0 0.8
-0.5 0.2 -0.1
-0.2 0.7 -0.1
-0.5 0.1 -0.2
0.1 -0.2 -0.2
-0.2 0.1 -0.3

C3H8OS in the gas phase at a distorted geometry, computed with ωB97M-V/def2-TZVPD.

The calculation puts the HOMO energy at -8.82 eV. The calculation puts the energy above the lowest of the compared OMol25 structures with the same formula, charge and spin at 242.5 kJ/mol. The total charge is 0. The structure (SMILES) is COCCS.

Element x y z (Å)
C -2.421 -0.558 -0.074
O -1.184 0.046 0.474
C -0.405 0.825 -0.426
C 0.869 1.036 0.293
S 1.702 -0.631 -0.106
H -2.804 -1.214 0.612
H -3.196 0.381 -0.458
H -2.192 -1.349 -0.935
H 0.059 0.533 -1.360
H -0.867 1.806 -0.645
H 0.884 1.137 1.436
H 1.364 1.707 -0.271
H 0.738 -1.086 0.762

Cartesian forces, eV/Å:
1.3 2.8 -4.1
-1.8 -1.3 -1.9
-0.8 2.1 1.3
0.2 -3.3 2.4
-0.3 0.4 1.9
-1.3 -0.8 2.4
2.1 -3.0 1.1
-0.2 2.2 1.1
-1.5 -1.3 -0.7
-0.5 -0.3 0.3
-0.2 0.3 -2.0
2.2 2.7 -1.1
0.8 -0.5 -0.7

2 unconnected molecules or ions with the total composition CH4BrClOP at a distorted geometry, computed with ωB97M-V/def2-TZVPD.

The calculation puts the HOMO energy (spin up / spin down) at -15.08 / -15.08 eV. The calculation puts the energy above the lowest of the compared OMol25 structures with the same formula, charge and spin at 566.7 kJ/mol. The total charge is +1.

Element x y z (Å)
C 0.958 0.156 1.069
O 0.210 -0.050 -2.571
P -0.685 0.144 0.138
Cl -2.117 1.612 0.264
Br -1.614 -1.790 0.741
H 1.126 -0.841 1.637
H 0.939 0.999 1.658
H 1.601 0.342 0.215
H -0.417 -0.572 -3.151

Cartesian forces, eV/Å:
-1.0 -2.3 -1.5
-1.1 -0.2 1.8
-0.9 -1.6 -1.2
1.8 -1.3 0.0
0.5 1.5 -0.7
-0.5 1.7 -1.2
0.1 1.9 1.7
0.7 -0.3 0.1
0.4 0.5 1.0

A molecular structure, C19H42F9N6O2P2Ru at a distorted geometry, computed with ωB97M-V/def2-TZVPD.

The calculation puts the HOMO energy (spin up / spin down) at -15.73 / -15.89 eV. The calculation puts the energy above the lowest of the compared OMol25 structures with the same formula, charge and spin at 0.0 kJ/mol. Its expectation value of S² is 6.01. The total charge is +3. As for the spin multiplicity: 5.

Element x y z (Å)
Ru -19.240 6.005 3.971
C -16.485 7.205 4.657
C -16.461 5.747 5.172
N -17.792 5.431 5.705
C -18.188 6.122 6.999
C -19.587 6.661 6.975
N -19.802 7.585 5.729
C -19.045 8.804 5.575
C -18.340 8.938 4.182
N -17.695 7.625 3.760
H -15.571 7.455 4.066
H -16.432 7.956 5.484
H -15.642 5.689 5.901
H -16.111 4.960 4.456
H -17.830 4.435 6.003
H -17.477 6.981 7.120
H -17.955 5.474 7.828
H -19.887 7.189 7.832
H -20.337 5.889 6.798
H -20.794 7.772 5.727
H -18.255 8.833 6.264
H -19.722 9.618 5.833
H -17.658 9.836 4.140
H -19.113 9.100 3.388
H -17.344 7.827 2.800
F -17.080 2.185 -4.791
C -16.781 3.366 -4.309
F -17.159 4.265 -5.277
F -17.609 3.597 -3.243
C -15.327 3.406 -3.843
O -14.510 2.653 -4.658
C -15.178 2.674 -2.461
F -15.722 1.476 -2.532
F -13.895 2.511 -2.119
F -15.845 3.454 -1.569
C -14.903 4.866 -3.740
F -15.764 5.595 -3.069
F -13.694 4.910 -3.155
F -14.703 5.349 -4.980
C -12.046 3.701 -5.646
P -13.498 2.723 -5.936
C -14.336 3.138 -7.372
C -13.071 1.056 -5.991
H -11.226 3.359 -6.328
H -11.624 3.542 -4.628
H -12.252 4.797 -5.757
H -14.032 2.352 -8.068
H -14.245 4.166 -7.664
H -15.432 2.986 -7.234
H -12.300 0.842 -5.184
H -12.577 0.889 -6.980
H -13.931 0.365 -6.016
C -24.082 5.228 0.702
N -23.008 5.439 1.782
C -23.490 6.450 2.699
P -21.857 4.390 2.242
O -20.986 5.212 3.282
N -22.339 3.133 3.122
C -23.764 3.077 3.593
C -21.590 1.922 3.376
N -21.057 3.891 0.952
C -21.258 2.553 0.333
C -20.177 4.746 0.281
H -24.741 4.325 0.737
H -23.648 5.334 -0.273
H -24.821 6.068 0.876
H -23.474 7.467 2.262
H -22.834 6.407 3.642
H -24.473 6.268 3.120
H -24.345 2.308 3.106
H -24.283 4.073 3.428
H -23.720 2.877 4.693
H -20.611 2.004 2.856
H -22.160 1.110 3.021
H -21.450 1.746 4.493
H -22.248 2.058 0.531
H -20.378 1.922 0.660
H -21.185 2.745 -0.765
H -19.200 4.875 0.789
H -20.704 5.741 0.313
H -19.842 4.248 -0.627

Cartesian forces, eV/Å:
-0.9 0.0 0.0
0.6 1.5 -1.1
0.7 0.4 -0.3
-0.9 -1.5 1.2
1.8 1.6 -0.7
-0.5 0.4 -2.8
0.0 -2.6 0.4
0.1 0.4 -1.0
-1.3 0.1 -0.5
1.2 0.5 0.4
-0.6 -0.5 0.4
-0.2 -0.9 -0.4
-0.3 0.2 0.4
-0.9 0.8 0.0
0.2 0.7 -0.9
-0.6 -0.6 0.0
-0.3 -0.3 0.4
0.1 0.6 1.4
0.1 -0.2 0.2
-0.1 0.1 -0.2
0.9 0.0 1.4
0.4 0.5 -0.5
-0.4 -1.1 0.2
0.5 0.0 0.6
-0.2 -0.5 1.0
0.1 -0.7 -0.2
-2.8 0.5 -0.1
1.2 -0.6 1.1
0.6 -0.1 -1.0
0.3 0.1 0.4
0.8 0.0 -1.1
-0.4 0.9 0.1
-0.3 -0.1 0.2
-0.8 0.4 0.0
1.1 -1.0 0.3
1.5 0.0 -0.1
0.1 0.3 -0.2
-0.2 0.3 0.3
-0.5 0.2 0.0
0.9 0.8 0.5
-0.3 0.3 2.2
-2.1 -0.3 -0.6
1.7 -1.8 -0.5
-0.8 0.4 0.2
-0.6 0.0 -0.5
0.3 -1.0 -0.1
0.1 0.6 -0.6
0.5 0.4 -0.6
0.6 -0.1 0.1
-1.2 0.0 -0.9
0.0 0.1 0.7
0.3 0.4 0.5
-0.7 0.7 1.0
-2.1 -0.2 -0.9
1.5 0.8 2.6
0.5 1.1 2.3
0.7 -0.1 -1.3
-2.5 -0.4 -0.3
0.5 1.4 0.9
1.3 0.9 1.3
-1.1 -2.6 0.4
0.8 -0.3 -0.3
1.3 1.9 0.4
1.1 0.3 0.4
0.2 0.0 -0.5
1.0 -0.8 -0.5
0.1 -0.6 0.1
-0.8 0.5 -1.5
-0.4 -0.2 -0.4
0.0 -0.4 -0.2
0.7 -1.3 0.3
-0.3 0.2 -0.9
-0.6 -0.4 0.6
-0.4 -1.2 -0.6
0.0 0.4 -1.3
1.1 0.7 0.1
-1.2 0.2 -0.6
-0.2 -0.5 0.8
-0.3 0.0 0.3
1.0 -0.5 -1.3
-0.7 0.8 -0.6

A gas-phase ion, C4H5N2O2 (charge -1) at a distorted geometry, computed with ωB97M-V/def2-TZVPD.

The calculation puts the HOMO energy at -1.85 eV. The calculation puts the energy above the lowest of the compared OMol25 structures with the same formula, charge and spin at 448.9 kJ/mol. The total charge is -1. The structure (SMILES) is CN([O-])c1ncco1.

Element x y z (Å)
C -1.511 1.393 0.552
N -0.348 0.700 1.025
O 0.156 1.178 2.219
C 0.401 -0.041 0.140
N 1.501 -0.647 0.460
C 1.730 -1.462 -0.586
C 0.681 -1.439 -1.483
O -0.170 -0.389 -1.036
H -1.291 2.337 1.153
H -1.660 1.554 -0.534
H -2.517 1.064 1.023
H 2.650 -2.168 -0.742
H 0.378 -2.080 -2.191

Cartesian forces, eV/Å:
-1.1 1.8 2.1
1.1 -1.3 -1.6
-0.3 -0.4 -0.9
-2.5 1.7 3.0
2.0 0.1 0.2
0.3 -2.4 -2.1
2.1 2.7 3.2
0.3 -1.2 -0.4
-0.8 -0.3 -1.3
0.5 -0.2 0.6
1.4 -0.2 -0.7
-1.8 1.5 0.7
-1.1 -1.7 -2.7

In the order shown, the computed E_tot values come out to -2635.11735 -608.44574 -504.02113 -3999.27775 -592.42568 -3490.87611 -2903.69920 -415.32012 Ha.